[1]
ORCA calculation (ωB97M-V/def2-TZVPD) on a 2-piece molecular cluster, C5H14 overall at a distorted geometry.

Last columns: bonded neighbours and bond lengths (Å).
Element x y z (Å)
1 C -1.71 -2.89 -0.28  C2 1.584, H3 1.106, H4 1.047, H5 1.102
2 C -0.48 -2.95 0.71  C1 1.584, H6 1.136, H7 1.108, H8 1.152
3 H -1.69 -3.22 -1.33  C1 1.106
4 H -2.52 -3.28 0.26  C1 1.047
5 H -1.92 -1.84 -0.53  C1 1.102
6 H -0.55 -1.95 1.24  C2 1.136
7 H -0.25 -3.90 1.23  C2 1.108
8 H 0.36 -2.88 -0.08  C2 1.152
9 C 0.78 1.96 -0.80  C10 1.591, C11 1.501, H12 1.034, H13 1.044
10 C 1.88 2.38 0.27  C9 1.591, H14 1.040, H17 1.155, H18 1.123
11 C -0.42 1.64 0.05  C9 1.501, H15 1.089, H16 1.122, H19 1.208
12 H 0.57 2.70 -1.50  C9 1.034
13 H 1.18 1.10 -1.22  C9 1.044
14 H 1.66 3.30 0.70  C10 1.040
15 H -0.27 0.68 0.54  C11 1.089
16 H -0.44 2.53 0.75  C11 1.122
17 H 2.85 2.62 -0.30  C10 1.155
18 H 2.17 1.66 1.08  C10 1.123
19 H -1.43 1.60 -0.60  C11 1.208

Properties
* net charge: +1
* orbital gap (spin up / spin down): 10.86 / 2.77 eV
* 2S+1: 2

The molecule's Löwdin atomic charges, reported in e, are given here: C -0.174; C -0.153; H 0.072; H 0.035; H 0.041; H 0.057; H 0.068; H 0.070; C -0.150; C 0.057; C 0.009; H 0.107; H 0.113; H 0.069; H 0.090; H 0.135; H 0.187; H 0.136; H 0.230

=====

[2]
ORCA calculation (ωB97M-V/def2-TZVPD) on a 2-piece molecular cluster, C5H14 overall at a distorted geometry.

Last columns: bonded neighbours and bond lengths (Å).
Element x y z (Å)
1 C -2.62 -0.43 1.61  C2 1.598, H3 1.069, H4 1.024, H5 1.151
2 C -2.60 -0.98 0.11  C1 1.598, H6 1.110, H7 1.125, H8 1.156
3 H -3.56 -0.51 2.10  C1 1.069
4 H -1.95 -1.08 2.05  C1 1.024
5 H -2.29 0.67 1.62  C1 1.151
6 H -3.34 -1.78 -0.07  C2 1.110
7 H -1.61 -1.51 0.09  C2 1.125
8 H -2.33 -0.22 -0.71  C2 1.156
9 C 2.10 0.75 -0.12  C10 1.552, C11 1.514, H12 1.097, H13 1.069
10 C 1.87 -0.77 -0.27  C9 1.552, H14 1.092, H15 1.007, H18 1.147
11 C 1.71 1.55 -1.34  C9 1.514, H16 1.083, H17 1.126, H19 1.149
12 H 3.19 0.83 -0.01  C9 1.097
13 H 1.75 1.26 0.76  C9 1.069
14 H 0.81 -0.65 -0.52  C10 1.092
15 H 2.40 -1.30 -0.95  C10 1.007
16 H 1.76 2.63 -1.25  C11 1.083
17 H 0.64 1.38 -1.63  C11 1.126
18 H 1.68 -1.19 0.78  C10 1.147
19 H 2.39 1.35 -2.24  C11 1.149

Properties
* net charge: +1
* orbital gap (spin up / spin down): 11.72 / 3.51 eV
* 2S+1: 2

The molecule's Löwdin atomic charges, reported in e, are given here: C -0.136; C -0.142; H 0.054; H 0.013; H 0.091; H 0.076; H 0.040; H 0.078; C -0.153; C 0.075; C -0.050; H 0.216; H 0.129; H 0.128; H 0.071; H 0.093; H 0.138; H 0.146; H 0.133

=====

[3]
ORCA calculation (ωB97M-V/def2-TZVPD) on a 2-piece molecular cluster, C5H14INSi overall at a distorted geometry.

Last columns: bonded neighbours and bond lengths (Å).
Element x y z (Å)
1 C -0.03 2.45 -0.21  N2 1.436, H5 1.050, H6 1.100, H7 1.142
2 N -1.02 1.41 -0.20  C1 1.436, Si3 1.735, H8 1.011
3 Si -2.70 1.64 0.15  N2 1.735, I4 2.482, H9 1.401, H10 1.463
4 I -3.45 -0.73 0.15  Si3 2.482
5 H 0.17 2.60 -1.23  C1 1.050
6 H -0.48 3.35 0.24  C1 1.100
7 H 0.93 2.08 0.29  C1 1.142
8 H -0.58 0.58 0.20  N2 1.011
9 H -2.93 1.86 1.51  Si3 1.401
10 H -3.53 2.44 -0.75  Si3 1.463
11 C 2.61 -0.58 -0.16  C12 1.289, H15 1.096, H16 1.155
12 C 1.79 -1.56 -0.06  C11 1.289, C13 1.489, C14 1.525
13 C 1.53 -2.21 1.25  C12 1.489, H17 1.206, H18 1.043, H19 1.153
14 C 1.03 -2.17 -1.24  C12 1.525, H20 1.213, H21 1.118, H22 1.081
15 H 3.14 0.05 0.57  C11 1.096
16 H 2.60 -0.15 -1.24  C11 1.155
17 H 0.59 -1.59 1.67  C13 1.206
18 H 2.29 -2.05 1.95  C13 1.043
19 H 1.07 -3.27 1.24  C13 1.153
20 H 1.67 -3.11 -1.66  C14 1.213
21 H 0.00 -2.59 -1.11  C14 1.118
22 H 1.09 -1.42 -2.01  C14 1.081

Properties
* orbital gap: 9.86 eV

The molecule's Löwdin atomic charges, reported in e, are given here: C -0.191; N -0.318; Si 0.144; I 0.311; H 0.047; H 0.067; H 0.099; H 0.024; H -0.116; H -0.074; C -0.013; C -0.502; C -0.084; C -0.077; H 0.072; H 0.090; H 0.122; H 0.040; H 0.103; H 0.130; H 0.078; H 0.048

=====

[4]
ORCA calculation (ωB97M-V/def2-TZVPD) on a 2-piece molecular cluster, C5H14N overall at a distorted geometry.

Last columns: bonded neighbours and bond lengths (Å).
Element x y z (Å)
1 C -0.69 -0.87 2.37  N2 1.453, H4 1.094, H5 1.096, H6 1.120
2 N 0.11 -0.63 1.18  C1 1.453, C3 1.467, H7 1.033, H8 1.048
3 C 1.07 0.48 1.21  N2 1.467, H9 1.106, H10 1.081, H11 1.106
4 H -1.27 -1.78 2.20  C1 1.094
5 H -0.05 -0.99 3.26  C1 1.096
6 H -1.40 -0.02 2.51  C1 1.120
7 H -0.49 -0.50 0.36  N2 1.033
8 H 0.64 -1.52 0.98  N2 1.048
9 H 0.53 1.42 1.01  C3 1.106
10 H 1.73 0.29 0.38  C3 1.081
11 H 1.64 0.52 2.16  C3 1.106
12 C 0.84 0.70 -2.31  C13 1.474, H15 1.101, H16 1.103, H17 1.102
13 C -0.38 -0.10 -2.05  C12 1.474, C14 1.357, H18 1.099
14 C -1.44 0.27 -1.30  C13 1.357, H19 1.086, H20 1.108
15 H 0.81 1.19 -3.29  C12 1.101
16 H 1.00 1.46 -1.53  C12 1.103
17 H 1.70 0.01 -2.32  C12 1.102
18 H -0.59 -0.85 -2.82  C13 1.099
19 H -2.40 -0.22 -1.42  C14 1.086
20 H -1.36 1.13 -0.60  C14 1.108

Properties
* net charge: +1
* orbital gap: 10.66 eV

The molecule's Löwdin atomic charges, reported in e, are given here: C -0.018; N -0.089; C -0.014; H 0.111; H 0.112; H 0.128; H 0.088; H 0.201; H 0.114; H 0.088; H 0.121; C -0.110; C -0.230; C -0.024; H 0.102; H 0.071; H 0.086; H 0.114; H 0.073; H 0.077

=====

[5]
ORCA calculation (ωB97M-V/def2-TZVPD) on an isolated ion of composition C5H14N and charge +2 at a distorted geometry.

Last columns: bonded neighbours and bond lengths (Å).
Element x y z (Å)
1 C -1.48 0.53 -0.79  C2 1.551, N6 1.513, H7 1.085, H8 1.078
2 C 0.05 0.36 -0.94  C1 1.551, C3 1.566, H9 1.084, H10 1.088
3 C 0.80 -0.30 0.26  C2 1.566, C4 1.549, C5 1.554, H11 1.100
4 C 0.61 0.28 1.69  C3 1.549, H12 1.095, H13 1.084, H14 1.079
5 C 2.30 -0.08 -0.04  C3 1.554, H15 1.101, H16 1.086, H17 1.089
6 N -2.23 -0.73 -0.41  C1 1.513, H18 1.026, H19 1.022, H20 1.023
7 H -1.69 1.27 -0.03  C1 1.085
8 H -1.87 0.80 -1.75  C1 1.078
9 H 0.24 -0.10 -1.91  C2 1.084
10 H 0.46 1.37 -1.04  C2 1.088
11 H 0.45 -1.35 0.23  C3 1.100
12 H -0.46 0.14 1.92  C4 1.095
13 H 1.09 -0.30 2.47  C4 1.084
14 H 1.00 1.28 1.69  C4 1.079
15 H 2.50 -0.62 -0.98  C5 1.101
16 H 2.89 -0.38 0.82  C5 1.086
17 H 2.59 0.95 -0.24  C5 1.089
18 H -3.17 -0.53 -0.05  N6 1.026
19 H -1.74 -1.25 0.32  N6 1.022
20 H -2.34 -1.36 -1.21  N6 1.023

Properties
* net charge: +2
* orbital gap (spin up / spin down): 13.60 / 7.35 eV
* 2S+1: 2

The molecule's Löwdin atomic charges, reported in e, are given here: C -0.083; C -0.095; C -0.268; C 0.058; C 0.077; N 0.224; H 0.144; H 0.149; H 0.144; H 0.143; H 0.167; H 0.125; H 0.129; H 0.123; H 0.158; H 0.128; H 0.135; H 0.194; H 0.157; H 0.190

=====

[6]
ORCA calculation (ωB97M-V/def2-TZVPD) on a 2-piece molecular cluster, C5H14N2 overall.

Last columns: bonded neighbours and bond lengths (Å).
Element x y z (Å)
1 C -0.51 -0.33 3.28  C2 1.523, H4 1.089, H5 1.097, H6 1.095
2 C -1.05 -1.53 2.51  C1 1.523, N3 1.475, H7 1.098, H8 1.095
3 N -0.76 -1.44 1.07  C2 1.475, H9 1.018, H10 1.021
4 H -1.08 0.57 3.05  C1 1.089
5 H -0.57 -0.56 4.36  C1 1.097
6 H 0.55 -0.18 3.05  C1 1.095
7 H -0.66 -2.47 2.91  C2 1.098
8 H -2.14 -1.57 2.64  C2 1.095
9 H 0.20 -1.76 0.92  N3 1.018
10 H -1.35 -2.12 0.58  N3 1.021
11 N 0.01 2.05 -3.04  C12 1.471, H15 1.013, H16 1.014
12 C -0.02 0.81 -2.26  N11 1.471, C14 1.511, H17 1.102, H18 1.090
13 C 1.45 0.19 -0.33  C14 1.322, H19 1.086, H20 1.081
14 C 1.31 0.49 -1.61  C12 1.511, C13 1.322, H21 1.089
15 H -0.90 2.50 -3.06  N11 1.013
16 H 0.19 1.83 -4.01  N11 1.014
17 H -0.30 -0.05 -2.88  C12 1.102
18 H -0.82 0.88 -1.52  C12 1.090
19 H 2.41 0.07 0.16  C13 1.086
20 H 0.57 0.24 0.30  C13 1.081
21 H 2.14 0.64 -2.30  C14 1.089

Properties
* net charge: -1
* orbital gap (spin up / spin down): 2.36 / 9.17 eV
* 2S+1: 2

The molecule's Löwdin atomic charges, reported in e, are given here: C -0.211; C -0.597; N -0.072; H 0.049; H 0.040; H 0.047; H 0.039; H 0.053; H -0.005; H -0.025; N -0.037; C -0.373; C -0.076; C -0.215; H 0.037; H 0.040; H 0.081; H 0.086; H 0.035; H 0.021; H 0.082

=====

Asked for E across the records above, the calculation gives -198.419544; -198.423267; -840.811034; -253.373548; -252.868891; -308.314078 Eh in order.
Asked for ΔE to the lowest compared entry with this formula, charge and spin across the records above, the calculation gives 1.835; 1.733; 0.638; 1.216; 1.136; 1.332 eV in order.
Asked for molecular weight across the records above, the calculation gives 74.17; 74.17; 243.16; 88.17; 88.17; 102.18 Da in order.